No. 1
26
Properties=species:S:1:pos:R:3:forces:R:3 method="wB97M-V/def2-TZVPD" homo_ev=-8.35 energy_ha=-1025.279182 spin_multiplicity=1 gap_ev=8.42 e_lumo_ev=0.07 smiles="C[C@@]1(c2ccccc2)SC=NN1C(N)=O" e_above_lowest_kj_mol=69.0 mol_weight_da=221.29
C 2.820173 -1.421894 1.311024 -2.7 0.4 -1.5
C 1.845103 -1.262642 2.329794 0.6 -0.3 1.0
C 2.434498 -1.217631 -0.033397 1.3 0.3 0.8
C 0.581049 -0.776166 1.992722 0.4 -0.8 -4.0
C 1.183384 -0.755389 -0.363434 0.7 0.2 -0.9
C 0.251230 -0.541849 0.572269 0.0 0.1 3.9
C -1.962078 -0.968679 -2.212319 0.8 -0.1 2.3
C -0.318424 1.875613 -0.911174 2.9 1.3 -2.9
C -1.093120 -0.001094 0.177302 0.4 -4.3 -1.4
C -1.877548 0.599746 1.239542 -2.9 -0.9 1.9
N -1.506901 0.210980 -2.221709 0.5 1.1 -1.7
N -1.052585 0.732381 -1.071085 -0.9 -0.7 2.7
N -0.354069 2.661223 -2.071761 0.6 -0.5 3.5
O 0.513819 2.007938 -0.009350 -2.0 0.7 -0.3
S -2.034873 -1.760115 -0.602944 0.5 1.9 -0.2
H 3.795546 -1.780393 1.397830 1.4 -0.4 1.0
H 2.119412 -1.555120 3.410631 -0.6 0.6 -1.8
H 3.194020 -1.287208 -0.822132 -0.3 -0.2 0.4
H -0.315638 -0.833179 2.519914 -0.7 0.2 2.0
H 0.918135 -0.408855 -1.340539 0.3 -0.4 -0.8
H -2.028086 -1.467634 -3.152788 -0.7 -0.4 -0.3
H -2.751525 1.083951 0.746507 0.5 -0.2 0.8
H -1.263140 1.311357 1.778417 0.0 0.2 0.1
H -2.296519 -0.208164 2.020666 1.0 1.8 -1.8
H -0.953223 2.219625 -2.727732 -0.3 0.9 -1.4
H 0.151359 3.543198 -1.956254 -0.7 -0.6 -1.0



No. 2
8
Properties=species:S:1:pos:R:3:forces:R:3 method="wB97M-V/def2-TZVPD" homo_ev="-10.85 / -9.88" energy_ha=-697.852514 spin_multiplicity=1 gap_ev="9.60 / 8.73" e_lumo_ev="-1.26 / -1.15" e_above_lowest_kj_mol=1115.5 mol_weight_da=110.99
N -1.817243 -0.889593 0.576637 -1.5 2.2 -0.2
O 1.575406 1.503885 0.340720 0.1 0.7 -0.6
O -1.015808 0.609146 -0.767106 0.8 -0.5 0.8
O 1.080299 0.244776 0.184984 -0.2 -0.4 0.7
O 0.145847 0.132674 -1.002685 -0.2 0.8 -0.9
P -0.910426 -2.068242 0.411949 1.1 -2.4 0.3
H 0.887716 2.024437 0.790568 -0.2 -0.3 0.1
H 0.054209 -1.557085 -0.535067 0.1 -0.1 -0.2



No. 3
13
Properties=species:S:1:pos:R:3:forces:R:3 method="wB97M-V/def2-TZVPD" total_charge=+1 homo_ev="-11.91 / -17.04" energy_ha=-306.540089 spin_multiplicity=3 gap_ev="7.42 / 8.54" e_lumo_ev="-4.49 / -8.50" s2=2.010 e_above_lowest_kj_mol=185.4 mol_weight_da=87.10
C 0.740844 -0.023856 0.085579 2.8 1.9 -4.0
C -1.544902 0.529670 -0.203138 -1.9 -1.9 4.1
C -1.305277 -1.008813 0.108729 0.0 -0.6 -2.0
C 2.100915 0.342042 -0.011183 2.7 4.8 -0.1
O -0.502295 1.327807 0.266610 -2.4 0.0 0.3
O 0.152212 -1.078658 0.136252 -1.2 -3.4 1.9
H -1.680860 0.479778 -1.230590 0.2 1.1 -2.4
H -2.588831 0.672613 0.263657 1.5 1.0 -0.7
H -1.554908 -1.392260 1.127868 -0.5 0.4 -1.1
H -1.696370 -1.664270 -0.833975 0.9 1.4 2.7
H 2.400898 1.019782 -0.990452 -1.6 -1.2 1.9
H 2.878236 -0.376299 -0.150637 0.2 -1.2 0.8
H 2.402721 1.170722 0.805791 -0.7 -2.1 -1.4